[1]
{"formula": "C21H36Al2BrClN2NaO8S", "method": "ωB97M-V with the def2-TZVPD basis set", "charge": 3, "e_homo_ha": -0.516, "elements": ["C", "C", "C", "C", "O", "O", "H", "H", "H", "H", "H", "H", "H", "C", "C", "O", "S", "O", "O", "O", "H", "H", "H", "H", "Na", "Al", "Cl", "C", "O", "N", "C", "C", "H", "H", "H", "H", "H", "H", "H", "C", "C", "C", "C", "N", "H", "H", "H", "H", "H", "H", "H", "Br", "C", "C", "O", "H", "H", "H", "H", "H", "Al", "C", "C", "C", "C", "C", "C", "H", "H", "H", "H", "H", "H"], "xyz": [[-4.088296, -2.257831, -5.679905], [-3.078208, -1.190762, -5.189644], [-3.637761, -0.332233, -4.011469], [-2.770146, -0.569765, -2.804074], [-3.397788, -1.104992, -1.636898], [-1.601382, -0.383238, -2.785974], [-4.213353, -2.216358, -6.756220], [-3.752399, -3.245014, -5.367292], [-5.071293, -2.124818, -5.225844], [-2.761297, -0.540586, -5.997840], [-2.209870, -1.741901, -4.838736], [-4.669563, -0.592004, -3.790130], [-3.551259, 0.734041, -4.214587], [0.788294, 2.645622, -1.611563], [0.253228, 2.176144, -2.944917], [-0.275624, 3.401913, -3.552220], [0.579558, 4.626457, -3.113403], [1.537681, 4.972155, -4.104220], [-0.295380, 5.637415, -2.579424], [1.355042, 3.960114, -1.897919], [-0.006101, 2.777562, -0.877331], [1.545907, 1.980996, -1.206770], [-0.525233, 1.413788, -2.863771], [1.049068, 1.799263, -3.587427], [-0.251809, 6.509745, -0.575364], [2.572284, 6.727118, -2.147519], [-3.220610, -0.154334, -0.239009], [4.054589, 2.415638, 0.309629], [3.525496, 2.597741, 1.395916], [4.999705, 1.517090, 0.046046], [5.578656, 1.362035, -1.277279], [5.481686, 0.648801, 1.138459], [3.768449, 3.018839, -0.582106], [5.406671, 0.347541, -1.638617], [6.652288, 1.544507, -1.234079], [5.128805, 2.067843, -1.975428], [4.656288, 0.072527, 1.540274], [5.886832, 1.281480, 1.923819], [6.246821, -0.011834, 0.755237], [1.914139, 4.146121, 4.555675], [2.747436, 5.247294, 3.913009], [1.959318, 6.551842, 3.698099], [0.858731, 6.377924, 2.758724], [-0.028489, 6.219586, 2.043312], [1.075484, 3.853346, 3.920403], [2.526338, 3.261888, 4.720771], [1.517604, 4.466640, 5.520212], [3.145406, 4.887946, 2.961001], [3.602189, 5.468754, 4.551326], [2.626534, 7.325533, 3.312781], [1.566926, 6.921068, 4.647516], [6.558022, -0.765230, 3.304756], [6.364253, -4.137278, 5.367722], [6.061726, -4.247404, 3.840179], [6.740820, -5.131740, 3.275639], [7.413500, -3.930027, 5.563431], [5.775009, -3.321681, 5.791687], [6.082808, -5.068658, 5.854067], [6.293624, -3.117777, 3.482737], [4.961328, -4.295734, 3.676527], [-4.576226, -3.168908, -1.374540], [-7.210718, -7.526136, 0.188766], [-8.571453, -7.734926, 0.358072], [-9.432912, -6.653422, 0.490607], [-8.936665, -5.359403, 0.445009], [-7.576322, -5.152066, 0.272429], [-6.712283, -6.232328, 0.148405], [-6.540849, -8.369669, 0.089837], [-8.962232, -8.742791, 0.388087], [-10.492347, -6.820236, 0.629032], [-9.608226, -4.517026, 0.544025], [-7.187238, -4.135887, 0.237720], [-5.645210, -6.070318, 0.020572]], "atomic_forces_ev_per_a": [[0.1, 0.3, 0.4], [-0.6, -0.4, 0.1], [0.2, -0.9, 0.4], [0.5, 0.5, -0.7], [-0.8, 0.0, 0.1], [0.2, 0.2, 0.5], [0.0, -0.2, -0.1], [0.0, -0.1, -0.3], [-0.1, 0.2, -0.2], [0.0, 0.0, 0.0], [0.3, 0.3, -0.1], [-0.1, 0.2, -0.1], [-0.1, 0.1, 0.0], [-0.5, -0.5, 0.4], [0.5, -0.3, -0.1], [-0.1, 0.3, 0.2], [-0.8, -2.0, -0.3], [0.3, 1.0, 0.4], [0.5, 0.3, -0.2], [0.1, 0.3, -0.2], [0.0, 0.0, 0.0], [0.2, 0.3, 0.0], [0.0, 0.5, -0.1], [0.0, 0.1, -0.1], [-0.8, 0.1, 1.3], [0.7, 0.1, -0.5], [0.2, -0.2, -0.1], [0.1, 0.0, 0.1], [-0.2, 0.2, -0.1], [0.0, -0.1, -0.2], [0.0, -0.1, 0.2], [-0.5, 0.8, -0.8], [0.1, 0.0, 0.0], [0.1, 0.0, -0.1], [0.0, 0.0, -0.1], [0.0, 0.0, 0.0], [0.0, 0.0, 0.0], [0.0, 0.0, 0.0], [0.0, 0.0, -0.1], [0.0, 0.1, 0.0], [-0.1, -0.3, 0.0], [0.5, -0.1, 0.2], [-0.2, 0.0, 0.3], [0.3, 0.1, -1.0], [0.0, 0.0, 0.0], [0.0, 0.0, 0.0], [0.0, 0.0, 0.0], [0.0, 0.1, 0.0], [0.0, 0.2, 0.0], [-0.1, 0.1, -0.1], [-0.2, 0.0, -0.1], [0.1, -2.8, 1.0], [0.3, 1.3, 0.2], [-0.9, -3.1, 2.3], [0.1, 0.9, -0.9], [0.0, -0.1, -0.1], [0.0, 0.0, -0.1], [0.0, -0.2, -0.3], [0.7, 2.7, -0.4], [0.1, 0.5, -0.8], [-0.2, -0.2, 0.1], [0.1, -0.1, 0.0], [0.0, 0.0, 0.0], [0.0, 0.0, 0.0], [0.0, 0.1, 0.0], [0.2, 0.0, -0.1], [0.0, 0.1, -0.1], [0.0, 0.0, 0.0], [0.0, 0.0, 0.0], [0.0, 0.0, 0.0], [0.0, 0.0, 0.0], [-0.1, 0.0, 0.1], [0.0, -0.1, 0.1]]}

=====

[2]
{"formula": "C2H4O4SSn", "method": "ωB97M-V with the def2-TZVPD basis set", "charge": 0, "e_homo_ha": -0.301, "elements": ["S", "O", "O", "O", "C", "C", "O", "Sn", "H", "H", "H", "H"], "xyz": [[2.303908, 0.535032, 0.368615], [2.565950, -0.380606, -0.771821], [1.961647, 1.953308, -0.183746], [0.664861, 0.197045, 0.846173], [-0.251528, -0.869385, 0.154526], [-1.611507, -0.231554, -0.086065], [-1.571744, 1.075917, -0.463703], [0.007494, 1.934239, -0.011470], [-0.302150, -1.838577, 0.669642], [0.237771, -1.024655, -0.819684], [-1.807309, -0.473499, 1.062777], [-2.197395, -0.877261, -0.765247]], "atomic_forces_ev_per_a": [[2.7, -1.2, -2.6], [-0.6, 1.3, 2.0], [3.7, -2.3, 0.1], [-2.0, -2.8, 0.2], [2.4, 0.1, -2.6], [0.1, -2.3, 3.6], [-3.1, -2.8, -1.4], [-1.9, 7.9, 1.3], [0.3, 0.7, 0.3], [0.3, -0.1, 0.4], [-1.9, 1.4, -1.8], [0.1, 0.1, 0.5]]}

=====

[3]
{"formula": "C3H29NO13S", "method": "ωB97M-V with the def2-TZVPD basis set", "smiles": "N[C@H](CS)C(=O)O.O.O.O.O.O.O.O.O.O.O.O", "charge": 0, "e_homo_ha": -0.345, "elements": ["N", "C", "C", "S", "C", "O", "O", "H", "H", "H", "H", "H", "H", "H", "O", "H", "H", "O", "H", "H", "O", "H", "H", "O", "H", "H", "O", "H", "H", "O", "H", "H", "O", "H", "H", "O", "H", "H", "O", "H", "H", "O", "H", "H", "O", "H", "H"], "xyz": [[0.100217, -3.258732, -1.313720], [-0.352206, -2.814116, 0.004743], [0.395680, -3.380456, 1.189557], [2.158462, -2.885516, 1.116876], [-1.887372, -2.780225, 0.011339], [-2.583388, -3.696533, -0.336345], [-2.440010, -1.621222, 0.444430], [-0.221111, -2.711577, -2.116432], [-0.141949, -4.212954, -1.581411], [-0.092476, -1.724979, 0.005738], [0.267456, -4.420815, 1.379806], [0.102340, -2.798387, 2.085720], [2.440645, -3.309376, -0.126776], [-3.429011, -1.530363, 0.240435], [3.645021, 2.121327, -0.277780], [3.648556, 1.168051, -0.439928], [4.283062, 2.418430, -0.936693], [-4.157279, 0.122989, -0.109867], [-4.535536, 0.272307, 0.765870], [-4.015541, 1.023263, -0.440539], [1.924431, 1.233263, 2.388722], [2.548697, 1.147135, 1.666903], [1.253867, 0.536489, 2.407992], [-0.887714, 0.153382, -1.804519], [-1.462601, -0.059804, -1.062085], [-0.146877, 0.686751, -1.455228], [0.503921, 3.570363, 1.882535], [0.808043, 2.686496, 2.177485], [0.948268, 4.183086, 2.481112], [0.641614, 2.069629, -0.266745], [0.535292, 3.052618, -0.250308], [1.562478, 1.995136, 0.035703], [-3.520525, 3.049107, 0.294245], [-3.349914, 3.172577, -0.647269], [-2.745238, 2.563789, 0.605475], [0.423211, 4.666829, -0.701519], [0.146812, 4.818313, 0.215790], [-0.129217, 4.983300, -1.415447], [2.120942, -0.383762, -1.742116], [1.961728, -0.350404, -0.794026], [1.599979, -1.120839, -2.100380], [-0.222587, -0.004922, 1.326502], [-0.165024, 0.911040, 1.020581], [-1.085218, -0.405168, 1.162327], [1.171860, 1.962921, -2.921327], [1.590665, 1.103277, -2.721623], [1.056129, 2.492950, -2.120556]], "atomic_forces_ev_per_a": [[0.5, -0.8, -0.6], [-0.4, 2.5, -1.7], [0.3, 1.4, 0.4], [0.0, -0.3, -0.1], [-0.8, -1.1, 0.8], [0.1, -0.1, -0.3], [-0.2, 0.1, -0.1], [-0.1, 0.3, 0.8], [-0.1, 0.1, 0.7], [0.0, -0.9, 0.1], [-0.1, -0.8, 0.0], [-0.2, -0.5, -0.4], [-0.2, 0.0, 0.1], [1.8, -0.3, 0.1], [0.1, -0.6, 0.1], [0.0, 0.0, -0.1], [-0.1, 0.3, 0.0], [-0.5, 0.4, 0.2], [-0.1, 0.1, -0.1], [-0.1, -0.2, 0.1], [-0.1, 0.7, 0.9], [0.0, -0.4, 0.0], [0.3, -0.4, -0.5], [0.1, -0.2, 0.0], [0.1, 0.0, 0.1], [-0.6, 0.0, -0.2], [-0.1, 0.4, 0.6], [0.2, 0.3, -0.2], [-0.1, -0.1, 0.0], [0.3, 0.1, 0.5], [-0.2, -0.5, -0.2], [-0.2, 0.1, -0.3], [0.1, -0.4, -0.2], [0.0, 0.2, 0.0], [0.0, 0.2, 0.1], [0.9, -0.3, 0.1], [-0.5, 0.4, -0.5], [-0.5, 0.3, 0.5], [0.4, -0.2, -0.3], [-0.4, -0.4, 0.0], [0.1, 0.1, 0.5], [0.3, -0.3, 0.7], [-0.3, 0.1, -0.6], [-0.2, 0.4, 0.0], [0.1, 0.3, -1.0], [-0.3, 0.8, 0.5], [0.3, -0.8, -0.2]]}

=====

| no. | energy (eV) | LUMO level (eV) |
| --- | --- | --- |
| 1 | -152699.316 | -9.805 |
| 2 | -26992.187 | -0.063 |
| 3 | -42525.320 | 0.029 |